Entry 1:
C2H5N3O3 | the ωB97M-V functional and the def2-TZVPD basis

XYZ file:
```
13
Properties=species:S:1:pos:R:3
C -2.2537 -0.2979 -0.5142
H -2.6378 -0.9835 -1.5169
N 1.5146 0.1031 -0.4426
H 0.7550 -1.8124 0.5485
H 2.4189 0.5235 -0.9399
H 2.5123 -0.9911 1.2738
O -0.9798 -0.5203 -0.3147
C 0.6412 1.0237 0.0248
O -2.9970 0.5581 0.2952
N 1.8050 -1.2025 0.1592
H -1.1212 1.0316 1.0046
O 0.8210 2.2218 -0.2160
N -0.4784 0.3459 0.6383
```

Results
LUMO level: 0.33 eV
Gap between HOMO and LUMO: 9.992 eV
Energy relative to the best compared isomer or geometry (same formula, charge and spin): 6.117 eV

List of natural (NBO) charges in e, atom by atom: C 0.600; H 0.190; N -0.485; H 0.394; H 0.414; H 0.331; O -0.327; C 0.731; O -0.639; N -0.663; H 0.422; O -0.585; N -0.384

***

Entry 2:
C66H59CuN3P3S2Si | the ωB97M-V functional and the def2-TZVPD basis

XYZ file:
```
135
Properties=species:S:1:pos:R:3
H 4.8059 -2.1009 -4.3861
C 4.2627 -1.8834 -3.4728
C -2.9072 -3.7606 3.2530
C 2.9025 -1.6228 -3.5209
C -4.3202 -2.1289 1.5171
C -2.2896 -3.2349 2.1305
C -0.3930 -0.9840 -4.0825
C -4.2602 -0.3564 -1.2910
C -4.9378 -2.6415 2.6548
H -0.3413 3.2602 4.9277
P -0.1383 1.4291 -3.0141
N 0.1385 -0.4241 5.8388
C 3.0872 -4.5232 2.9938
H -3.2644 5.9316 -1.4176
C 0.6896 5.7290 0.0128
H -4.3142 0.1988 -0.3683
Si 0.3155 -1.2497 -2.3472
H 0.1915 3.6521 -4.9394
H 5.9851 -2.1138 -2.2076
C -5.1835 -0.0614 -2.2832
H 4.6188 -3.3253 3.9008
H 4.0606 1.0480 -0.7700
C 1.7825 -3.4331 1.2938
H 4.7602 -1.5847 -0.1375
H -2.0409 0.0139 -7.4540
C 3.0430 0.5629 1.0622
C 4.4967 2.6951 2.1517
H 0.3584 3.5505 -1.4737
C 4.2348 -1.5903 -1.0866
H 1.3589 6.5152 -0.3210
H 2.3871 -1.6392 -4.4783
C -1.6903 -4.4976 -0.6332
C 4.9265 -1.8848 -2.2508
H 1.1561 2.9953 2.0162
S -0.0863 -1.1501 3.2961
C -2.4761 3.0908 -3.2082
C -2.9856 -2.4172 1.2356
H -2.6713 2.3438 5.0760
C 0.5350 -1.7762 6.2480
C 2.0719 -4.5628 2.0444
H 0.6888 -1.3378 8.3707
H -4.7187 -3.8669 4.4046
C 0.1493 -2.0124 7.6991
C -0.5645 2.9889 0.8860
H 3.3140 -5.4031 3.5861
H 2.1810 4.8212 -5.8193
H 2.2041 0.3573 3.0256
S -2.9615 2.4932 -0.1005
C -1.0277 -5.5937 -1.1670
H 5.0682 3.5148 2.5725
H -0.8429 6.7604 -1.0294
H 0.0430 -2.4851 5.5910
H 3.4991 2.2242 3.9977
C -0.5338 2.2915 5.3851
H -2.1684 1.2671 6.3852
N -1.0545 1.8082 1.5252
C 2.1834 -1.3433 -2.3526
C -0.7194 3.5616 -1.5949
C -1.3048 -1.5948 -6.2344
C 3.5270 -2.2231 2.4174
C 0.5038 -4.1259 -2.2938
C -2.2513 1.5297 1.1392
C -0.7575 5.9172 -0.3452
C -1.4673 4.7213 -0.9843
H 4.1016 -1.3190 2.5754
H -4.9126 -1.5365 0.8374
H -2.5319 -2.7890 -2.8740
H -2.9208 2.4880 -3.9941
H -1.4461 1.7726 -5.8296
C 4.6408 2.3614 0.8129
C -1.2578 0.7305 -5.5917
H -1.5629 -2.3557 -6.9626
H -4.1342 4.5287 -3.1821
H 4.4420 4.1796 -5.0431
C 2.2995 4.0238 -5.0935
H 1.5032 -5.4737 1.8910
P -2.0160 -1.7057 -0.1780
H 0.6140 -6.2691 -2.3780
C -0.6778 0.3670 -4.3778
H 2.7109 1.2130 -2.4861
H 0.3960 -3.0347 7.9873
C 3.7187 2.6583 -3.7138
H 1.6113 -1.9006 6.1120
H -1.3267 6.1801 0.5545
C 0.0838 -5.4103 -1.9798
C -0.1560 -3.0034 -1.7773
C 1.2309 4.7361 0.7246
C 1.3239 2.3347 -3.6666
C -2.7321 5.0294 -1.7088
H 0.1781 2.1938 6.2068
Cu -0.2809 -0.3912 0.9440
H 0.2202 0.2881 6.5458
H -1.3789 -6.5947 -0.9437
C 3.6188 1.9688 2.9486
H -1.2483 -3.4739 1.9442
C -1.5795 -0.2568 -6.5108
C -0.0734 -0.0222 4.5759
C -5.1485 -0.7451 -3.4908
H -5.9284 0.7089 -2.1121
C -3.2881 -1.3438 -1.4693
C -1.9690 2.2276 5.9045
C 1.1819 3.3638 -4.6020
C 2.5992 1.9974 -3.2207
C -3.2682 -2.0210 -2.6902
H 0.9897 -3.4679 0.5526
H 4.7086 2.3877 -3.3607
P 2.0127 -0.8224 0.4326
H 1.3601 -3.9908 -2.9505
H -5.8691 -0.5184 -4.2681
H -5.9785 -2.4070 2.8475
H -0.5508 1.5005 3.4150
C -1.4369 3.4105 -0.2425
H -2.8252 0.7389 1.6233
C -4.1875 -1.7246 -3.6890
H 5.3238 2.9245 0.1862
C 2.5003 -2.2504 1.4812
H 2.2923 4.8149 0.9435
N -0.2551 1.2863 4.3606
C -4.2352 -3.4600 3.5246
C 0.5966 3.5385 1.2646
C -0.7063 -1.9590 -5.0353
H -0.9229 -1.8642 7.8450
C -1.2442 2.8282 -2.7513
C -1.2348 -3.2038 -0.8976
C -3.1980 4.2597 -2.7029
C 2.8894 0.9220 2.4047
C 2.8699 -1.2940 -1.1291
H -2.3438 -4.3988 3.9266
H -4.1490 -2.2674 -4.6261
H -2.5562 -4.6549 -0.0046
C 3.8158 -3.3557 3.1724
C 3.9239 1.2980 0.2723
C 3.5695 3.6676 -4.6528
H -2.1553 3.0238 6.6289
H -0.4990 -3.0073 -4.8334
```

Results
Multiplicity: 2
LUMO level (spin up / spin down): -2.08 / -2.55 eV
Gap between HOMO and LUMO (spin up / spin down): 5.968 / 7.295 eV
Total charge: +1
Energy relative to the best compared isomer or geometry (same formula, charge and spin): 3.570 eV

Löwdin population analysis, charges in e, atoms 1 to 99: H 0.110; C -0.063; C -0.076; C -0.091; C -0.081; C -0.175; C -0.303; C -0.145; C -0.075; H 0.117; P 1.102; N 0.011; C -0.077; H 0.124; C -0.074; H 0.051; Si 0.702; H 0.104; H 0.110; C -0.074; H 0.107; H 0.083; C -0.104; H 0.112; H 0.108; C -0.341; C -0.082; H 0.135; C -0.084; H 0.107; H 0.108; C -0.077; C -0.060; H 0.092; S 0.780; C -0.082; C -0.352; H 0.076; C -0.255; C -0.066; H 0.076; H 0.106; C -0.082; C -0.235; H 0.106; H 0.108; H 0.064; S 1.113; C -0.061; H 0.108; H 0.119; H 0.078; H 0.109; C -0.224; H 0.071; N -0.014; C -0.320; C -0.172; C -0.072; C -0.090; C -0.087; C -0.458; C -0.093; C -0.311; H 0.101; H 0.085; H 0.093; H 0.103; H 0.103; C -0.069; C -0.074; H 0.109; H 0.112; H 0.107; C -0.072; H 0.108; P 1.067; H 0.110; C -0.363; H 0.066; H 0.079; C -0.071; H 0.118; H 0.137; C -0.065; C -0.314; C -0.086; C -0.336; C -0.040; H 0.108; Cu -0.088; H 0.121; H 0.110; C -0.081; H 0.080; C -0.069; C -0.738; C -0.072; H 0.110

***

Entry 3:
C9H25BrN3O2PZr | the ωB97M-V functional and the def2-TZVPD basis

XYZ file:
```
42
Properties=species:S:1:pos:R:3
H -34.1312 -23.0498 -15.2379
C -31.6032 -25.5370 -15.0804
N -31.2658 -22.4472 -12.3969
H -27.9283 -20.8935 -19.3002
H -31.0130 -21.3461 -16.0682
H -30.6207 -22.4079 -10.4317
H -32.1854 -22.4830 -16.8357
H -28.8202 -24.1218 -19.8549
C -31.2085 -23.0934 -11.0423
O -28.4664 -22.1851 -16.9837
C -29.0442 -22.5228 -18.3228
N -32.3098 -22.2336 -14.8089
H -32.2279 -23.2562 -10.6924
P -31.1751 -23.1338 -13.8795
H -29.1888 -21.3942 -20.3084
C -33.7067 -22.3086 -14.5609
H -28.1882 -24.6099 -18.2650
H -32.1001 -24.9521 -15.8543
H -34.0258 -22.6243 -13.5676
C -28.4490 -23.7602 -18.8959
H -33.5315 -25.4451 -13.5089
H -32.1243 -26.4941 -15.0580
N -31.6621 -24.7833 -13.7625
C -28.9279 -21.3255 -19.2524
H -27.4164 -23.5459 -19.1712
Zr -27.5974 -22.6784 -15.0480
H -30.0698 -22.8085 -18.0890
H -34.2589 -21.3712 -14.6279
H -30.5054 -23.9262 -11.0328
H -29.5282 -20.5660 -18.7514
Br -27.6460 -25.3920 -15.4728
H -32.5129 -26.4122 -12.6901
H -30.5889 -20.4246 -12.3963
C -32.0452 -21.6953 -16.0954
H -32.3477 -20.7458 -12.7492
H -31.7115 -20.7859 -11.1646
H -33.0201 -24.8536 -11.9370
H -30.6025 -25.6945 -15.4829
H -32.4850 -20.7114 -16.2583
C -32.6724 -25.3452 -12.8456
C -31.4602 -21.0470 -12.1926
O -29.7891 -22.9357 -14.4640
```

Results
Multiplicity: 2
LUMO level (spin up / spin down): -12.94 / -13.72 eV
Gap between HOMO and LUMO (spin up / spin down): 6.681 / 5.641 eV
Total charge: +3

List of natural (NBO) charges in e, atom by atom: H 0.250; C -0.452; N -0.796; H 0.247; H 0.226; H 0.245; H 0.242; H 0.284; C -0.412; O -0.777; C 0.120; N -0.521; H 0.234; P 2.402; H 0.283; C -0.479; H 0.224; H 0.224; H 0.246; C -0.681; H 0.246; H 0.276; N -0.537; C -0.650; H 0.235; Zr 2.388; H 0.184; H 0.286; H 0.228; H 0.217; Br -0.243; H 0.287; H 0.216; C -0.456; H 0.214; H 0.265; H 0.266; H 0.254; H 0.282; C -0.451; C -0.433; O -1.181

***

Entry 4:
C37H48N4P2PdSi2 | the ωB97M-V functional and the def2-TZVPD basis

XYZ file:
```
94
Properties=species:S:1:pos:R:3
H -2.8299 -2.5021 1.9006
H 3.7610 1.5904 -0.0964
C -0.2568 -2.9047 0.6703
H -0.8922 -4.6417 -2.1977
H -0.6606 0.3856 3.7046
H -2.1916 4.8808 0.9468
N 3.1867 0.4067 -1.7474
C 2.1427 0.9336 -2.3927
C -4.9868 -1.9634 -1.2598
H 1.0619 0.6337 5.4490
C -0.6838 -4.2279 0.5436
C 1.8729 -3.0833 -2.2650
C -0.9055 -3.9881 -3.0718
H 1.2013 5.2822 -1.9737
C 4.4568 0.3455 -2.4880
C -2.7241 2.5716 2.9174
H 0.8411 -2.3013 -5.2244
H -1.3078 3.7089 -3.0333
C -3.4342 -2.3526 1.0126
H -5.8278 1.1593 1.1035
H -6.0982 2.4929 3.1735
H -1.8576 2.9737 3.4265
C 0.2479 1.8024 2.3646
H 1.7507 3.6652 -1.5348
C -5.5843 -2.3340 -0.0623
C 0.9060 -2.6309 1.3890
C -5.1096 2.3062 2.7738
P -0.9486 1.5008 1.0133
H -3.5742 0.7291 0.1998
C 0.1657 1.0727 3.5521
H -1.0807 6.1633 0.4460
Pd 0.1461 0.6152 -1.2649
C -3.6925 1.3158 1.1037
H -1.5979 -4.4507 0.0061
H 4.8494 -1.7227 -2.1015
H 2.4665 -2.2355 -1.9206
C 1.2235 -4.9790 1.7999
C 2.2123 2.0656 4.3324
H 3.1380 3.4622 2.9928
H -1.9415 -3.6940 -3.2631
C -0.6651 -0.0622 0.4376
N 1.3500 1.4008 -3.1219
C 0.3552 -1.6483 -4.4934
H -1.6600 5.3616 -2.5046
H 4.3068 -0.2885 1.3680
H 6.2883 -0.7575 -2.4267
C -2.8299 -1.9775 -0.1876
C 1.6449 -3.6644 1.9476
H 1.7418 4.9675 -0.3253
N -0.6084 2.3890 -0.2687
H -0.5624 -4.5778 -3.9281
H 6.0826 0.3559 -0.2275
H -6.6567 -2.4752 -0.0146
H 0.9296 -0.7250 -4.4174
H 6.1207 -1.3853 0.0002
C 4.1726 -0.4894 0.3029
H 1.7771 -3.7897 -1.4342
H 2.4230 -3.5780 -3.0724
C -3.6115 -1.7812 -1.3237
H 2.5490 -3.4436 2.5017
C -1.6515 4.3142 -2.1894
H 4.9724 1.3116 -2.4144
H -0.2797 -6.2850 0.9993
H -5.2760 -2.8161 2.0080
C 2.3035 2.7904 3.1545
C 5.3269 -0.7586 -1.9091
Si 0.1962 -2.4916 -2.8447
C 0.0559 -5.2610 1.1036
H -2.6766 4.0155 -1.9551
H 1.2107 -1.5968 1.5017
H 3.6475 -1.4451 0.2140
P -1.0755 -1.5455 -0.2275
C 1.3239 2.6609 2.1755
H 1.4054 3.2147 1.2509
C -1.1491 5.1025 0.7054
H 4.2279 0.1637 -3.5366
H -0.5505 4.9419 1.6077
H 2.9736 2.1683 5.0958
H -0.6353 -1.3866 -4.8765
H -3.1315 -1.4775 -2.2468
C 1.2003 4.5376 -1.1729
C 1.1380 1.2046 4.5322
C -4.9599 1.5588 1.6130
N -0.5079 -1.3963 -1.7190
C 5.5222 -0.5689 -0.4074
H -4.1083 3.4006 4.3266
H 1.8000 -5.7852 2.2363
C -3.9931 2.8143 3.4238
H 2.3063 0.6066 0.1336
Si -0.5501 4.0410 -0.7142
C -2.5646 1.8188 1.7561
H -5.5928 -1.8144 -2.1447
C -4.8089 -2.5283 1.0746
C 3.3092 0.6083 -0.2905
```

Results
LUMO level: 0.38 eV
Gap between HOMO and LUMO: 7.425 eV
Energy relative to the best compared isomer or geometry (same formula, charge and spin): 0.000 eV

List of Löwdin charges in e, atom by atom: H 0.112; H 0.130; C -0.283; H 0.009; H 0.113; H 0.025; N -0.097; C -0.382; C -0.079; H 0.102; C -0.099; C -0.161; C -0.170; H 0.030; C -0.144; C -0.088; H 0.031; H 0.027; C -0.088; H 0.103; H 0.102; H 0.103; C -0.293; H -0.001; C -0.088; C -0.087; C -0.082; P 0.662; H 0.098; C -0.094; H 0.032; Pd 0.737; C -0.070; H 0.102; H 0.108; H -0.005; C -0.087; C -0.090; H 0.103; H 0.024; C -0.478; N 0.127; C -0.179; H 0.028; H 0.116; H 0.114; C -0.304; C -0.082; H 0.021; N -0.312; H 0.032; H 0.115; H 0.101; H -0.006; H 0.111; C -0.178; H 0.024; H 0.034; C -0.087; H 0.102; C -0.184; H 0.129; H 0.104; H 0.104; C -0.080; C -0.180; Si 0.301; C -0.079; H 0.026; H 0.086; H 0.106; P 0.655; C -0.091; H 0.072; C -0.173; H 0.128; H 0.021; H 0.101; H 0.033; H 0.100; C -0.178; C -0.081; C -0.075; N -0.311; C -0.196; H 0.104; H 0.102; C -0.078; H 0.083; Si 0.294; C -0.274; H 0.104; C -0.081; C -0.157

***

Entry 5:
C2HN3O3 | the ωB97M-V functional and the def2-TZVPD basis

XYZ file:
```
9
Properties=species:S:1:pos:R:3
H 1.4351 1.7912 1.2184
N 0.4674 -1.2147 0.9250
O -1.5159 0.6479 -2.0530
N 1.4745 0.7242 1.3752
C 0.5854 0.1823 0.6309
C -0.9906 0.1274 -1.1710
O -0.9795 -1.2065 -0.9505
N -0.1544 -1.8951 0.1503
O -0.3221 0.8434 -0.1252
```

Results
LUMO level: -1.13 eV
Gap between HOMO and LUMO: 10.586 eV
Energy relative to the best compared isomer or geometry (same formula, charge and spin): 4.344 eV
SMILES string: [H]/N=c1/nnoc(=O)o1

List of natural (NBO) charges in e, atom by atom: H 0.358; N -0.132; O -0.494; N -0.553; C 0.562; C 0.980; O -0.450; N 0.239; O -0.511

***

Entry 6:
C3H3ClOS | the ωB97M-V functional and the def2-TZVPD basis

XYZ file:
```
9
Properties=species:S:1:pos:R:3
H 0.6645 -2.1154 0.0930
Cl 0.9314 2.9465 0.9093
C -0.2676 -1.7864 -0.4108
C 0.3283 0.4567 0.1565
H 1.3055 0.0922 0.5103
H -1.0460 2.0430 -0.1175
C -0.0729 1.7130 0.1990
S -1.2739 -2.8528 -1.0499
O -0.5693 -0.4967 -0.2900
```

Results
LUMO level: 0.02 eV
Gap between HOMO and LUMO: 9.239 eV
Energy relative to the best compared isomer or geometry (same formula, charge and spin): 1.090 eV
SMILES string: S=CO/C=C/Cl

List of natural (NBO) charges in e, atom by atom: H 0.176; Cl 0.003; C 0.019; C 0.089; H 0.200; H 0.234; C -0.251; S 0.006; O -0.475